# 1
This record from the OMol25 dataset describes a cluster of 3 separate species, C10H27NO4PS in total. The level of theory is ωB97M-V with the def2-TZVPD basis set.

Geometry as XYZ:
```
44
Properties=species:S:1:pos:R:3
C 2.41 -5.84 -1.37
N 2.11 -4.47 -0.98
C 1.35 -3.74 -2.03
P -0.53 -4.18 -1.83
S -2.68 -4.73 -1.57
H 3.11 -5.92 -2.23
H 1.48 -6.35 -1.66
H 2.90 -6.35 -0.51
H 2.93 -3.96 -0.68
H 1.71 -3.96 -3.06
H 1.49 -2.66 -1.85
H -0.36 -5.42 -2.59
H -0.83 -3.49 -3.07
H -0.74 -3.00 -1.03
H -0.26 -4.93 -0.61
H -2.68 -6.07 -1.32
O 0.14 -0.99 -0.70
C -0.67 -0.56 0.08
O -1.97 -0.56 -0.26
C -3.02 -0.25 0.65
C -3.25 1.24 0.75
C -0.25 0.05 1.39
H -2.84 -0.71 1.62
H -3.91 -0.73 0.24
H -2.37 1.76 1.14
H -4.10 1.46 1.40
H -3.46 1.66 -0.24
H 0.03 1.08 1.23
H 0.61 -0.51 1.76
H -1.01 0.00 2.17
O -0.48 3.17 2.27
C 0.04 4.06 1.66
O 1.26 3.86 1.12
C 1.89 4.78 0.23
C 2.63 5.86 0.98
C -0.59 5.42 1.56
H 1.17 5.18 -0.49
H 2.60 4.18 -0.35
H 1.96 6.47 1.59
H 3.16 6.52 0.29
H 3.36 5.41 1.66
H -0.36 5.99 2.46
H -1.67 5.29 1.50
H -0.30 5.99 0.68
```

Its HOMO energy is -2.69 eV. The gap between HOMO and LUMO comes out at 4.7 eV. The relative energy (zero: lowest compared OMol25 entry of this formula, charge and spin) is 0.5914 eV. Its total energy is -1492.36543 Ha. Its strongest force on any atom is 0.043 hartree/bohr. The total charge is -1.

---

# 2
This record from the OMol25 dataset describes the molecule C21H45N3. The level of theory is ωB97M-V with the def2-TZVPD basis set.

Geometry as XYZ:
```
69
Properties=species:S:1:pos:R:3
C 4.48 4.33 2.82
C 3.22 3.57 3.23
C 2.45 3.06 2.01
C 1.18 2.32 2.42
C 0.36 1.78 1.22
C 1.01 0.50 0.66
N 0.61 -0.65 1.45
C 1.13 -1.93 0.99
C 0.28 -3.04 1.61
C 2.63 -2.11 1.31
N 2.89 -1.81 2.71
C 4.30 -1.77 3.03
N -1.00 1.59 1.67
C -2.11 2.05 0.86
C -2.56 1.21 -0.37
C -2.53 -0.28 -0.07
C -3.01 -1.09 -1.27
C -2.13 -0.82 -2.50
C -2.44 -1.73 -3.71
C -1.43 -1.46 -4.84
C -3.85 -1.52 -4.27
C -2.29 -3.20 -3.31
C -2.23 0.68 -2.81
C -1.74 1.51 -1.63
H 4.23 5.19 2.20
H 5.01 4.68 3.70
H 5.15 3.68 2.25
H 3.49 2.73 3.86
H 2.57 4.23 3.81
H 3.10 2.40 1.44
H 2.18 3.90 1.37
H 1.43 1.49 3.09
H 0.53 3.00 2.98
H 0.37 2.55 0.44
H 2.10 0.64 0.62
H 0.67 0.32 -0.36
H 0.92 -0.52 2.41
H 1.01 -1.97 -0.10
H 0.64 -4.02 1.30
H -0.75 -2.93 1.30
H 0.31 -2.98 2.70
H 2.95 -3.12 1.01
H 3.20 -1.39 0.71
H 2.43 -2.50 3.29
H 4.76 -0.96 2.47
H 4.41 -1.57 4.09
H 4.83 -2.70 2.79
H -1.13 0.63 1.96
H -1.88 3.07 0.53
H -2.97 2.11 1.54
H -3.59 1.51 -0.58
H -3.18 -0.49 0.79
H -1.52 -0.59 0.18
H -2.98 -2.15 -1.01
H -4.05 -0.83 -1.50
H -1.10 -1.03 -2.21
H -0.41 -1.53 -4.46
H -1.55 -2.19 -5.63
H -1.57 -0.47 -5.27
H -4.60 -1.72 -3.51
H -4.03 -2.20 -5.10
H -3.98 -0.50 -4.63
H -2.32 -3.84 -4.19
H -1.34 -3.37 -2.81
H -3.09 -3.52 -2.65
H -1.63 0.93 -3.68
H -3.27 0.94 -3.02
H -0.69 1.30 -1.45
H -1.83 2.58 -1.87
```

Its HOMO energy is -8.01 eV. The gap between HOMO and LUMO comes out at 8.8 eV. The relative energy (zero: lowest compared OMol25 entry of this formula, charge and spin) is 0.2079 eV. Its total energy is -991.43131 Ha. Its strongest force on any atom is 0.012 hartree/bohr. The SMILES is CCCC[C@@H](CN[C@H](C)CNC)NC[C@H]1CC[C@H](C(C)(C)C)CC1.

---

# 3
This record from the OMol25 dataset describes a structure of composition C6H29O10. The level of theory is ωB97M-V with the def2-TZVPD basis set.

Geometry as XYZ:
```
45
Properties=species:S:1:pos:R:3
C 2.65 -0.88 -1.45
O 2.39 0.51 -1.32
C 1.45 -1.73 -1.09
C 0.37 -1.97 -2.18
C -0.98 -1.57 -1.69
C -2.20 -2.00 -2.00
C -3.46 -1.39 -1.39
H 3.56 -1.18 -0.92
H 2.89 -0.93 -2.52
H 1.83 -2.74 -0.86
H 1.06 -1.42 -0.12
H 0.65 -1.18 -2.90
H 0.32 -2.89 -2.77
H -0.96 -0.95 -0.80
H -2.41 -2.43 -2.96
H -3.29 -1.30 -0.32
H -4.31 -2.07 -1.48
H -3.70 -0.43 -1.84
H 1.62 0.78 -0.80
H -0.22 1.50 2.69
O 0.38 1.64 3.55
H 1.49 2.47 0.71
H -2.00 1.79 1.73
O -1.14 1.39 1.61
H -2.30 1.10 -2.88
H -1.55 2.46 -2.95
O -2.41 2.05 -3.00
H 1.00 0.03 3.23
H 2.36 -0.49 3.65
O 1.54 -0.79 3.26
H 2.22 3.45 -1.12
H 0.91 2.76 -1.33
O 1.30 3.66 -1.30
H -1.85 -0.19 2.41
H -1.29 -0.29 3.81
O -1.99 -0.67 3.26
H -0.57 1.34 0.45
H -0.86 1.78 -0.98
O -0.15 1.25 -0.61
H 1.37 -2.17 2.42
H 0.35 -3.18 1.82
O 1.29 -2.97 1.85
H 0.65 2.55 3.62
H 1.92 2.42 2.16
O 2.09 2.90 1.34
```

Its HOMO energy is -6.37 eV. The gap between HOMO and LUMO comes out at 9.4 eV. The relative energy (zero: lowest compared OMol25 entry of this formula, charge and spin) is 0.6246 eV. Its total energy is -998.43727 Ha. Its strongest force on any atom is 0.054 hartree/bohr. The total charge is -1.

---

# 4
This record from the OMol25 dataset describes the molecule C3H4IN. The level of theory is ωB97M-V with the def2-TZVPD basis set.

Geometry as XYZ:
```
9
Properties=species:S:1:pos:R:3
C 0.03 -0.79 -0.94
C -0.93 0.08 -0.80
C 0.51 0.82 0.77
N -0.40 1.16 -0.11
I -1.84 2.92 0.36
H 0.33 -1.78 -1.17
H -1.93 0.18 -1.19
H 0.57 -0.14 1.25
H 1.11 1.62 1.19
```

Its HOMO energy (spin up / spin down) is -8.86 / -7.83 eV. The gap between HOMO and LUMO (spin up / spin down) comes out at 7.8 / 7.4 eV. The relative energy (zero: lowest compared OMol25 entry of this formula, charge and spin) is 4.2073 eV. Its total energy is -468.96965 Ha. Its strongest force on any atom is 0.033 hartree/bohr.

---

# 5
This record from the OMol25 dataset describes a cluster of 7 separate species, C28H40N2O15 in total. The level of theory is ωB97M-V with the def2-TZVPD basis set.

Geometry as XYZ:
```
85
Properties=species:S:1:pos:R:3
C -7.21 -2.93 -10.46
C -8.74 -3.08 -10.34
C -9.35 -4.41 -9.74
O -10.28 -3.86 -8.85
C -10.20 -2.50 -8.75
O -11.03 -1.82 -8.20
O -9.30 -2.00 -9.58
H -6.70 -3.24 -9.54
H -7.00 -1.86 -10.46
H -6.78 -3.31 -11.38
H -9.04 -3.08 -11.39
H -8.62 -5.03 -9.23
H -9.83 -4.92 -10.57
C -8.40 -11.69 -6.18
C -8.17 -12.99 -5.38
C -6.73 -13.36 -5.08
O -6.61 -13.15 -3.69
C -7.76 -12.78 -3.13
O -7.88 -12.50 -1.96
O -8.72 -12.77 -4.05
H -9.40 -11.37 -5.88
H -8.34 -11.77 -7.27
H -7.79 -10.84 -5.89
H -8.78 -13.82 -5.74
H -6.00 -12.65 -5.47
H -6.59 -14.34 -5.55
C -3.98 -5.71 -3.29
C -3.86 -7.20 -3.23
C -4.20 -7.81 -1.84
O -5.11 -8.97 -2.05
C -5.60 -8.78 -3.29
O -6.42 -9.52 -3.78
O -5.04 -7.68 -3.91
H -4.40 -5.18 -2.44
H -4.44 -5.32 -4.19
H -2.99 -5.24 -3.35
H -2.91 -7.65 -3.53
H -4.75 -7.07 -1.26
H -3.28 -7.94 -1.27
C -9.93 -5.65 -0.69
C -8.77 -6.56 -0.91
C -7.40 -5.84 -0.95
O -6.62 -6.77 -0.16
C -7.34 -7.66 0.44
O -6.85 -8.60 1.04
O -8.63 -7.45 0.17
H -9.79 -5.08 0.23
H -10.86 -6.21 -0.58
H -10.04 -4.96 -1.53
H -8.75 -7.10 -1.85
H -7.37 -4.87 -0.46
H -7.08 -5.55 -1.95
C -14.15 -2.23 -7.59
C -13.83 -2.42 -6.09
C -12.58 -3.24 -5.78
O -11.71 -2.33 -5.12
C -12.24 -1.13 -5.09
O -11.88 -0.19 -4.38
O -13.43 -1.10 -5.78
H -14.03 -3.13 -8.20
H -13.36 -1.71 -8.13
H -15.19 -1.97 -7.75
H -14.63 -2.75 -5.42
H -12.05 -3.59 -6.67
H -12.88 -4.07 -5.14
C -8.19 -6.49 -4.78
C -8.82 -5.31 -5.24
C -9.79 -5.73 -6.08
N -9.59 -7.03 -6.41
C -8.68 -7.54 -5.49
H -7.39 -6.63 -4.07
H -8.65 -4.33 -4.84
H -10.46 -5.10 -6.65
H -10.13 -7.45 -7.15
H -8.49 -8.60 -5.50
C -7.02 -1.78 -5.34
C -8.35 -1.50 -5.10
C -8.53 -0.96 -3.83
N -7.26 -0.94 -3.26
C -6.35 -1.35 -4.19
H -6.57 -2.24 -6.21
H -9.10 -1.73 -5.85
H -9.32 -0.71 -3.14
H -7.01 -0.74 -2.31
H -5.30 -1.40 -3.91
```

Its HOMO energy is -8.07 eV. The gap between HOMO and LUMO comes out at 8.3 eV. The relative energy (zero: lowest compared OMol25 entry of this formula, charge and spin) is 0.0000 eV. Its total energy is -2328.99224 Ha. Its strongest force on any atom is 0.086 hartree/bohr. The SMILES is C[C@H]1COC(=O)O1.C[C@H]1COC(=O)O1.C[C@H]1COC(=O)O1.C[C@H]1COC(=O)O1.C[C@H]1COC(=O)O1.c1cc[nH]c1.c1cc[nH]c1.

---

# 6
This record from the OMol25 dataset describes the molecule C6H7BrN2O. The level of theory is ωB97M-V with the def2-TZVPD basis set.

Geometry as XYZ:
```
17
Properties=species:S:1:pos:R:3
C 0.57 -2.31 -0.74
C -0.45 -1.26 -0.38
O -1.67 -1.49 -0.38
C 0.12 0.03 0.02
C 1.62 0.59 0.07
Br 3.25 -0.27 -0.02
C 1.39 1.92 0.40
N 0.11 2.24 0.49
N -0.56 1.15 0.21
C -1.96 1.08 0.32
H 1.20 -2.59 0.20
H 1.19 -1.85 -1.49
H 0.20 -3.32 -0.87
H 2.04 2.65 0.87
H -2.45 0.40 -0.29
H -2.23 0.92 1.45
H -2.36 2.12 0.14
```

Its HOMO energy is -8.98 eV. The gap between HOMO and LUMO comes out at 8.8 eV. The relative energy (zero: lowest compared OMol25 entry of this formula, charge and spin) is 0.9352 eV. Its total energy is -2991.52526 Ha. Its strongest force on any atom is 0.115 hartree/bohr. The SMILES is CC(=O)c1c(Br)cnn1C.

---

# 7
This record from the OMol25 dataset describes a cluster of 2 separate species, C5H13NO in total. The level of theory is ωB97M-V with the def2-TZVPD basis set.

Geometry as XYZ:
```
20
Properties=species:S:1:pos:R:3
C 1.25 -0.95 -1.80
C 1.39 -0.72 -0.29
C 2.64 -1.44 0.22
O 0.24 -1.23 0.35
H 0.27 -0.55 -2.20
H 1.30 -2.06 -1.99
H 2.07 -0.44 -2.38
H 1.41 0.37 -0.06
H 3.58 -0.95 -0.15
H 2.58 -2.48 -0.11
H 2.64 -1.43 1.34
H -0.41 -0.46 0.43
C -1.48 2.34 0.29
N -1.75 1.10 0.56
C -3.06 0.86 1.21
H -0.37 2.63 0.13
H -2.23 3.14 0.23
H -3.46 -0.12 0.81
H -3.75 1.71 1.10
H -2.87 0.69 2.27
```

Its HOMO energy is -9.53 eV. The gap between HOMO and LUMO comes out at 10.3 eV. The relative energy (zero: lowest compared OMol25 entry of this formula, charge and spin) is 1.9337 eV. Its total energy is -328.24778 Ha. Its strongest force on any atom is 0.053 hartree/bohr. The SMILES is CC(C)O.C=NC.

---

# 8
This record from the OMol25 dataset describes a structure of composition C36H71BCoGeN8. The level of theory is ωB97M-V with the def2-TZVPD basis set.

Geometry as XYZ:
```
118
Properties=species:S:1:pos:R:3
Co 0.10 0.98 -0.10
C 1.25 2.19 4.89
C 0.46 1.49 3.84
C -0.62 0.64 3.98
C -1.01 0.24 2.72
N -0.20 0.88 1.81
N 0.70 1.61 2.53
B 1.80 2.43 1.84
N 1.08 3.40 0.89
N 0.31 2.94 -0.14
C 0.00 4.02 -0.92
C 0.56 5.14 -0.33
C 1.24 4.72 0.79
C 2.03 5.53 1.76
C -0.85 4.10 -2.17
C -0.37 5.26 -3.05
C -0.75 2.83 -3.03
C -2.30 4.41 -1.75
N 2.65 1.48 0.98
N 2.02 0.91 -0.07
C 2.97 0.34 -0.85
C 4.21 0.53 -0.24
C 3.97 1.26 0.91
C 4.93 1.80 1.91
C 2.69 -0.30 -2.20
C 2.56 -1.80 -1.99
C 1.40 0.27 -2.78
C 3.84 -0.02 -3.17
C -2.18 -0.71 2.50
C -2.27 -1.67 3.70
C -3.49 0.09 2.43
C -1.97 -1.60 1.27
H 0.83 1.95 5.87
H 1.21 3.27 4.76
H 2.29 1.89 4.88
H -1.06 0.34 4.92
H 2.46 3.00 2.63
H 0.49 6.15 -0.69
H 1.86 6.59 1.57
H 3.10 5.34 1.66
H 1.75 5.32 2.79
H 0.70 5.18 -3.26
H -0.56 6.23 -2.59
H -0.91 5.24 -4.00
H -0.56 1.94 -2.44
H 0.08 2.91 -3.73
H -1.65 2.67 -3.62
H -2.33 5.38 -1.24
H -2.72 3.69 -1.05
H -2.95 4.47 -2.62
H 5.17 0.23 -0.62
H 5.93 1.42 1.70
H 4.66 1.52 2.92
H 4.97 2.89 1.86
H 1.70 -1.92 -1.31
H 3.42 -2.23 -1.47
H 2.35 -2.37 -2.90
H 0.53 0.14 -2.10
H 1.13 -0.24 -3.71
H 1.51 1.33 -3.00
H 4.76 -0.52 -2.87
H 4.04 1.05 -3.23
H 3.58 -0.37 -4.17
H -2.56 -1.16 4.62
H -1.32 -2.18 3.88
H -3.04 -2.42 3.50
H -3.65 0.62 3.36
H -4.34 -0.58 2.27
H -3.50 0.84 1.63
H -0.92 -1.93 1.43
H -2.04 -1.09 0.31
H -2.63 -2.46 1.25
C -3.86 -0.59 -3.11
C -3.76 0.13 -1.77
C -4.51 -0.66 -0.70
C -4.34 1.54 -1.88
N -2.29 0.14 -1.47
N -1.85 1.10 -0.49
H -4.90 -0.69 -3.40
H -3.43 -1.59 -3.05
H -3.35 -0.03 -3.90
H -5.57 -0.69 -0.96
H -4.45 -0.19 0.29
H -4.15 -1.69 -0.64
H -5.37 1.48 -2.23
H -3.79 2.15 -2.60
H -4.37 2.06 -0.92
H -1.82 0.41 -2.33
H -2.38 0.94 0.37
H -2.07 2.07 -0.76
C 1.57 -5.61 -3.06
C 0.85 -4.90 -1.93
C -0.22 -3.93 -2.43
C -0.94 -3.21 -1.29
Ge 0.27 -2.32 -0.07
C 1.37 -2.92 1.43
C 0.76 -4.21 1.98
C 1.46 -4.64 3.27
C 0.83 -5.89 3.87
H 2.31 -6.31 -2.68
H 2.08 -4.91 -3.73
H 0.86 -6.18 -3.67
H 1.59 -4.36 -1.32
H 0.38 -5.63 -1.26
H -0.97 -4.48 -2.99
H 0.20 -3.20 -3.12
H -1.43 -3.94 -0.63
H -1.68 -2.46 -1.60
H 0.14 -0.72 -0.16
H 1.41 -2.11 2.16
H 2.38 -3.09 1.05
H 0.86 -5.01 1.23
H -0.31 -4.10 2.18
H 1.42 -3.81 3.99
H 2.52 -4.82 3.06
H -0.21 -5.71 4.15
H 1.36 -6.20 4.77
H 0.86 -6.72 3.17
```

Its HOMO energy (spin up / spin down) is -16.81 / -16.81 eV. The gap between HOMO and LUMO (spin up / spin down) comes out at 6.3 / 6.3 eV. Its total energy is -5336.02957 Ha. Its strongest force on any atom is 0.021 hartree/bohr. The total charge is +3.

---

> What is the strongest force on any atom in the eighth record?

0.021 hartree/bohr

---

Repeat the fourth record exactly.
This record from the OMol25 dataset describes the molecule C3H4IN. The level of theory is ωB97M-V with the def2-TZVPD basis set.

Geometry as XYZ:
```
9
Properties=species:S:1:pos:R:3
C 0.03 -0.79 -0.94
C -0.93 0.08 -0.80
C 0.51 0.82 0.77
N -0.40 1.16 -0.11
I -1.84 2.92 0.36
H 0.33 -1.78 -1.17
H -1.93 0.18 -1.19
H 0.57 -0.14 1.25
H 1.11 1.62 1.19
```

Its HOMO energy (spin up / spin down) is -8.86 / -7.83 eV. The gap between HOMO and LUMO (spin up / spin down) comes out at 7.8 / 7.4 eV. The relative energy (zero: lowest compared OMol25 entry of this formula, charge and spin) is 4.2073 eV. Its total energy is -468.96965 Ha. Its strongest force on any atom is 0.033 hartree/bohr.

---

> Among the records above, which one has the lowest strongest force on any atom?

C21H45N3